Entry 1:
Density functional theory data (ωB97M-V/def2-TZVPD) for a gas-phase ion, C5H13NOS (charge +1).

Each line ends with the Löwdin spin population.
Geometry (Å):
C (-0.05, 0.25, 2.29)  0.0728
N (0.59, -0.23, 1.10)  0.5630
C (-0.14, -0.67, -0.01)  0.0952
C (-0.05, 0.31, -1.23)  0.0768
C (-0.42, 1.74, -0.84)  0.0048
S (-0.68, 2.63, -2.43)  0.0180
C (0.50, -2.03, -0.53)  0.0639
O (-0.22, -3.16, -0.08)  0.0326
H (-0.98, 0.76, 2.09)  0.0136
H (-0.11, -0.53, 3.05)  0.0320
H (0.57, 1.01, 2.78)  0.0063
H (1.54, 0.12, 0.93)  0.0106
H (-1.16, -0.86, 0.31)  -0.0007
H (0.93, 0.30, -1.71)  -0.0004
H (-0.79, -0.11, -1.92)  0.0058
H (-1.37, 1.68, -0.32)  0.0000
H (0.38, 2.27, -0.35)  0.0004
H (0.08, 3.67, -2.08)  0.0024
H (0.45, -2.07, -1.61)  0.0022
H (1.54, -2.09, -0.22)  -0.0006
H (-0.61, -2.98, 0.78)  0.0012

Results
molar mass	135.2	Da
HOMO-LUMO gap (spin up / spin down)	9.544 / 4.868	eV
total energy	-726.14658	hartree
charge	+1
E_HOMO (spin up / spin down)	-12.71 / -12.66	eV
2S+1	2
energy relative to the best compared isomer or geometry (same formula, charge and spin)	117.9	kJ/mol
⟨S²⟩	0.755

Entry 2:
Density functional theory data (ωB97M-V/def2-TZVPD) for a molecular structure, C5H13NOSi.

Each line ends with the Löwdin spin population.
Geometry (Å):
C (1.50, 1.33, 0.70)  0.0358
C (0.46, -0.82, -1.35)  0.0100
C (-1.31, -1.31, 0.32)  0.0110
C (0.48, 0.25, 0.93)  0.2671
C (-0.38, -0.21, -0.22)  0.0330
N (1.55, -1.25, 1.28)  0.8264
O (1.76, -1.40, 2.43)  0.7541
Si (-1.45, 1.22, -0.94)  0.0217
H (2.08, 1.49, 1.61)  0.0017
H (2.18, 1.06, -0.10)  0.0043
H (1.01, 2.27, 0.44)  0.0128
H (1.08, -0.07, -1.84)  0.0004
H (-0.20, -1.25, -2.10)  -0.0001
H (1.10, -1.61, -0.96)  0.0047
H (-1.96, -0.93, 1.10)  0.0005
H (-1.94, -1.71, -0.48)  0.0000
H (-0.72, -2.13, 0.73)  0.0040
H (-0.07, 0.38, 1.86)  0.0059
H (-2.28, 1.80, 0.12)  0.0002
H (-2.29, 0.64, -2.00)  0.0048
H (-0.59, 2.25, -1.53)  0.0016

Results
molar mass	131.3	Da
HOMO-LUMO gap (spin up / spin down)	8.225 / 10.221	eV
total energy	-617.64895	hartree
charge	0
E_HOMO (spin up / spin down)	-7.47 / -10.82	eV
2S+1	3
energy relative to the best compared isomer or geometry (same formula, charge and spin)	11.9	kJ/mol
⟨S²⟩	2.009

Entry 3:
Density functional theory data (ωB97M-V/def2-TZVPD) for a gas-phase ion, C5H13NP (charge +1).

Each line ends with the Mulliken charge.
Geometry (Å):
C (1.28, -1.21, 0.53)  -0.6281
C (-0.03, -1.47, -0.30)  -0.5898
C (1.58, 0.15, 0.06)  -0.3206
C (-0.84, -0.15, -0.42)  -0.5924
C (-0.08, 2.12, -0.13)  -0.8297
N (0.19, 0.75, 0.34)  -0.1949
P (-2.66, -0.02, 0.18)  -0.0394
H (1.06, -1.22, 1.53)  0.3734
H (1.96, -2.08, 0.13)  0.2859
H (0.22, -1.87, -1.30)  0.3197
H (-0.73, -2.19, 0.11)  0.4001
H (2.32, 0.70, 0.56)  0.3837
H (1.66, 0.08, -1.03)  0.2845
H (-0.84, 0.10, -1.41)  0.4704
H (0.62, 2.78, 0.39)  0.3490
H (0.00, 2.13, -1.16)  0.3555
H (-1.13, 2.33, 0.20)  0.3356
H (-0.07, 0.61, 1.37)  0.4203
H (-2.67, -0.81, 1.36)  0.0826
H (-2.99, -1.35, -0.57)  0.1341

Results
molar mass	118.1	Da
HOMO-LUMO gap	10.706	eV
SMILES string	C[N@@H+]1CCC[C@H]1P
total energy	-594.10199	hartree
charge	+1
E_HOMO	-13.97	eV
energy relative to the best compared isomer or geometry (same formula, charge and spin)	124.0	kJ/mol

Entry 4:
Density functional theory data (ωB97M-V/def2-TZVPD) for 2 unconnected molecules or ions with the total composition C5H13NS.

Each line ends with the Mulliken charge.
Geometry (Å):
C (-0.48, 1.62, -2.64)  -0.9971
C (0.40, 1.86, -1.37)  -0.3533
S (-0.43, 1.71, 0.22)  -0.3104
H (-1.40, 2.22, -2.49)  0.2693
H (-0.83, 0.58, -2.73)  0.2638
H (-0.05, 1.94, -3.59)  0.3292
H (0.77, 2.90, -1.42)  0.3122
H (1.25, 1.21, -1.36)  0.2936
C (0.99, -3.00, 0.98)  -1.2129
C (0.13, -1.79, 0.95)  0.8063
C (-1.03, -1.70, 0.31)  -1.0284
N (0.68, -0.60, 1.53)  -0.5048
H (0.45, -3.87, 0.57)  0.3090
H (2.01, -2.92, 0.55)  0.3198
H (1.14, -3.19, 2.05)  0.3331
H (-1.59, -0.77, 0.26)  0.3001
H (-1.53, -2.56, -0.12)  0.2721
H (1.64, -0.65, 1.72)  0.2310
H (0.20, -0.33, 2.45)  0.3214
H (0.16, 0.44, 0.59)  0.0462

Results
molar mass	119.2	Da
HOMO-LUMO gap	8.600	eV
SMILES string	C=C(C)N.CCS
total energy	-651.18882	hartree
charge	0
E_HOMO	-7.95	eV
energy relative to the best compared isomer or geometry (same formula, charge and spin)	144.8	kJ/mol

Entry 5:
Density functional theory data (ωB97M-V/def2-TZVPD) for 3 unconnected molecules or ions with the total composition C5H13NS.

Each line ends with the Mulliken charge.
Geometry (Å):
C (-3.86, -0.28, 0.10)  -0.2937
N (-2.60, 0.27, -0.05)  -0.4530
C (0.08, -0.03, 0.38)  0.0381
C (1.41, -0.68, 0.17)  0.6185
C (2.12, -0.16, -0.96)  -1.3617
S (3.97, -0.72, 1.98)  -0.1736
C (0.12, 1.45, 0.05)  -1.3083
H (-4.52, -0.62, -0.79)  0.2499
H (-4.40, -0.08, 1.09)  0.2366
H (-2.48, -0.91, 0.09)  0.2017
H (-0.68, -0.37, -0.33)  0.1445
H (-0.20, -0.26, 1.39)  0.4093
H (1.36, -1.76, 0.10)  0.3352
H (2.34, -0.91, 0.88)  -0.7434
H (2.11, 0.92, -0.88)  0.4183
H (1.68, -0.45, -1.89)  0.3297
H (3.23, -0.63, -0.96)  0.3966
H (-0.95, 1.72, -0.08)  0.2755
H (0.49, 1.40, -0.99)  0.3945
H (0.75, 2.12, 0.70)  0.2854

Results
molar mass	119.2	Da
HOMO-LUMO gap	6.411	eV
total energy	-650.89006	hartree
charge	0
E_HOMO	-8.92	eV
energy relative to the best compared isomer or geometry (same formula, charge and spin)	929.2	kJ/mol

Entry 6:
Density functional theory data (ωB97M-V/def2-TZVPD) for C5H13NS in the gas phase.

Each line ends with the Mulliken charge.
Geometry (Å):
C (-0.54, -0.24, -0.47)  -0.6733
C (-2.01, -0.07, 0.17)  -0.6451
S (-2.62, 1.56, -0.43)  -0.2584
C (0.48, -0.75, 0.61)  -0.6975
N (1.85, -0.59, 0.23)  0.1681
C (2.83, -0.23, 1.24)  -1.0639
C (2.35, -1.26, -0.93)  -0.9658
H (-0.59, -1.11, -1.15)  0.2361
H (-0.41, 0.66, -1.06)  0.4775
H (-2.03, -0.17, 1.27)  0.3524
H (-2.63, -0.93, -0.10)  0.3878
H (-1.70, 2.25, 0.27)  0.1236
H (0.28, -0.05, 1.44)  0.4237
H (0.17, -1.80, 0.77)  0.2120
H (2.92, -1.03, 1.99)  0.3224
H (2.53, 0.69, 1.72)  0.3186
H (3.77, -0.04, 0.73)  0.3593
H (1.45, -1.74, -1.39)  0.2742
H (3.01, -2.11, -0.69)  0.3631
H (2.99, -0.61, -1.53)  0.2851

Results
molar mass	119.2	Da
HOMO-LUMO gap	8.765	eV
SMILES string	CN(C)CCCS
total energy	-651.18401	hartree
charge	0
E_HOMO	-7.86	eV
energy relative to the best compared isomer or geometry (same formula, charge and spin)	157.4	kJ/mol